# 1
Formula: C20H23N3O2
Source: OMol25
Level of theory: ωB97M-V/def2-TZVPD

Last column: natural (NBO) charge in e.
Element x y z (Å)
1 C 4.89053 1.70684 -0.78828  -0.668
2 C 4.56211 0.56819 0.03908  0.696
3 O 5.27906 0.19685 0.87967  -0.594
4 N 3.22241 0.08529 -0.25395  -0.710
5 H 2.55867 0.46512 -0.97139  0.432
6 C 2.44920 -0.93786 0.65921  -0.218
7 H 3.18705 -1.50606 1.33793  0.240
8 H 1.94013 -1.53278 -0.15221  0.226
9 C 1.46656 -0.16524 1.48700  -0.518
10 C 0.51428 0.54742 0.85536  0.452
11 N 0.50755 1.18505 -0.35664  -0.521
12 C -0.68349 1.78715 -0.74370  0.205
13 C -0.98351 2.13186 -1.92013  -0.205
14 C -2.20548 3.04312 -1.74132  -0.230
15 C -3.01987 2.97312 -0.75171  -0.207
16 C -2.67327 2.34434 0.67072  -0.275
17 C -1.34500 1.56198 0.57300  0.177
18 N -0.71653 0.96533 1.55315  -0.464
19 C -1.05770 0.80023 2.72075  -0.188
20 H -0.34309 0.47541 3.53604  0.234
21 H -1.70590 1.56585 3.11907  0.207
22 C -2.28259 -0.38459 2.91433  -0.095
23 O -1.58464 -1.55180 2.33895  -0.519
24 C -1.49572 -1.81585 1.10170  0.330
25 C -0.48778 -2.65147 0.32541  -0.165
26 C -0.15818 -3.07649 -0.77175  -0.332
27 C -0.91960 -2.61920 -1.77135  0.057
28 C -1.85891 -1.34916 -1.43082  -0.220
29 C -2.23877 -1.26729 0.04134  -0.305
30 H -2.89202 -0.54652 0.23003  0.184
31 H -2.44591 -0.87776 -2.21056  0.213
32 C -0.65493 -2.71378 -3.33974  -0.604
33 H -1.48910 -2.55654 -3.80173  0.200
34 H -0.22304 -3.80821 -3.37462  0.197
35 H 0.06913 -2.02343 -3.56692  0.211
36 H 0.54500 -3.63551 -0.98251  0.205
37 H 0.08010 -3.32838 1.17733  0.165
38 H -2.47265 -0.68014 4.05136  0.225
39 H -3.07023 -0.16008 2.19774  0.201
40 H -3.33078 2.53545 1.52987  0.210
41 H -3.87718 3.42906 -0.48616  0.203
42 H -2.72928 3.51950 -2.42947  0.208
43 H -0.49625 2.24558 -2.66791  0.196
44 H 1.00170 -1.10640 2.21735  0.258
45 H 1.96975 0.54180 2.17527  0.260
46 H 4.95871 1.31309 -1.92073  0.212
47 H 5.93621 1.89713 -0.58267  0.231
48 H 4.30327 2.40977 -0.71538  0.203

Summary:
Total charge: 0
ΔE to the lowest compared entry with this formula, charge and spin, kJ/mol: 1673.35
LUMO energy, eV: 0.075
SMILES string: CC(=O)NCCc1nc2ccccc2n1CCOc1ccc(C)cc1
Maximum force, eV/Å: 18.70

# 2
Formula: C20H23N3O2S
Source: OMol25
Level of theory: ωB97M-V/def2-TZVPD

Last column: natural (NBO) charge in e.
Element x y z (Å)
1 C -0.33266 -0.17295 -5.23282  -0.258
2 H 0.30051 0.62342 -5.63728  0.174
3 O 0.40616 -1.06518 -4.43094  -0.498
4 C 0.91378 -0.60159 -3.25857  0.300
5 C 1.49430 -1.55561 -2.42121  -0.243
6 C 2.01495 -1.19934 -1.19522  -0.267
7 C 1.95392 0.12633 -0.76638  0.181
8 C 1.41954 1.08288 -1.62257  -0.211
9 C 0.90425 0.72945 -2.85409  -0.282
10 H 0.48680 1.49795 -3.48332  0.225
11 H 1.39433 2.11663 -1.31170  0.218
12 N 2.45430 0.53558 0.47636  -0.620
13 C 2.28192 -0.02972 1.70004  0.320
14 N 1.64054 -1.21304 1.78355  -0.611
15 H 1.12226 -1.48168 0.95591  0.400
16 C 1.06779 -1.67999 3.02439  -0.220
17 C -0.45067 -1.42078 3.05516  -0.426
18 C -0.74576 -0.03341 2.58505  -0.131
19 C -0.59206 1.12902 3.29681  0.222
20 N -0.85874 2.19622 2.48077  -0.519
21 C -1.17800 1.74826 1.23014  0.108
22 C -1.51992 2.43591 0.07425  -0.220
23 C -1.80979 1.69866 -1.04962  -0.260
24 C -1.76386 0.29321 -1.04021  0.285
25 C -1.41303 -0.39582 0.10263  -0.282
26 C -1.11785 0.33601 1.25702  -0.074
27 H -1.37622 -1.47419 0.12314  0.210
28 O -2.09003 -0.29507 -2.23741  -0.515
29 C -2.17568 -1.69657 -2.28442  -0.252
30 H -1.20550 -2.16616 -2.09018  0.178
31 H -2.91530 -2.07631 -1.57135  0.176
32 H -2.49238 -1.94231 -3.29696  0.197
33 H -2.08990 2.18325 -1.97125  0.219
34 H -1.56397 3.51480 0.05684  0.214
35 H -0.79475 3.15992 2.76113  0.410
36 C -0.17436 1.33375 4.70627  -0.661
37 H -0.62620 2.23503 5.11619  0.214
38 H -0.46188 0.48199 5.31716  0.224
39 H 0.91094 1.43850 4.75783  0.253
40 H -0.81123 -1.57461 4.07340  0.223
41 H -0.95550 -2.13708 2.40362  0.205
42 H 1.56206 -1.13763 3.83248  0.242
43 H 1.27551 -2.74888 3.13171  0.195
44 S 2.93228 0.75929 3.00369  -0.305
45 H 2.82956 1.47367 0.52020  0.421
46 H 2.50041 -1.94631 -0.58544  0.227
47 H 1.53444 -2.57938 -2.75988  0.225
48 H -1.16234 0.26451 -4.66970  0.191
49 H -0.72301 -0.77062 -6.05516  0.199

Summary:
Total charge: 0
ΔE to the lowest compared entry with this formula, charge and spin, kJ/mol: 73.90
LUMO energy, eV: 0.695
SMILES string: COc1ccc(NC(=S)NCCc2c(C)[nH]c3ccc(OC)cc23)cc1
Maximum force, eV/Å: 0.86

# 3
Formula: C20H23N3O4
Source: OMol25
Level of theory: ωB97M-V/def2-TZVPD

Last column: natural (NBO) charge in e.
Element x y z (Å)
1 C -4.56555 -0.16929 -0.20260  -0.149
2 C -5.55453 0.73584 -0.90389  0.795
3 C -3.23236 -0.11074 -0.99714  -0.427
4 C -2.15895 -0.93536 -0.35882  -0.118
5 C -1.71354 -2.16486 -0.75243  -0.023
6 C -1.41431 -0.60083 0.83227  -0.045
7 C -0.53453 -1.67227 1.09168  0.099
8 C -1.40887 0.50997 1.69161  -0.221
9 C 0.34625 -1.66787 2.17800  -0.188
10 C -0.54107 0.51992 2.76744  -0.235
11 C 0.32902 -0.56218 3.00751  -0.225
12 C 2.85387 -1.00929 -0.84303  -0.147
13 C 3.44291 -2.39870 -1.00760  0.800
14 C 3.90816 0.02001 -0.40000  -0.421
15 C 3.32654 1.41268 -0.32250  -0.036
16 C 2.67897 1.85706 0.83307  -0.222
17 C 3.39421 2.27046 -1.42262  -0.170
18 C 2.11412 3.12810 0.88673  -0.194
19 C 2.83112 3.54192 -1.37212  -0.225
20 C 2.18914 3.97499 -0.21604  -0.223
21 H -5.57636 -1.73743 -0.98145  0.371
22 H -4.43183 -2.16389 0.12445  0.364
23 H -4.38467 0.23397 0.80129  0.211
24 H -2.90628 0.93553 -1.07531  0.225
25 H -3.42636 -0.46738 -2.01705  0.219
26 H -2.00932 -2.76061 -1.60639  0.216
27 H -0.23925 -3.48586 0.02241  0.422
28 H -2.07652 1.35103 1.51103  0.213
29 H 1.01940 -2.50109 2.36368  0.224
30 H -0.52649 1.37177 3.44224  0.213
31 H 1.00045 -0.52522 3.86085  0.214
32 H -6.01823 2.53172 -1.11463  0.496
33 H 1.27651 -1.96467 0.00419  0.383
34 H 1.12342 -0.32324 -0.01515  0.379
35 H 2.51993 -0.72494 -1.85862  0.198
36 H 4.28604 -0.28750 0.58106  0.221
37 H 4.74480 0.00275 -1.10526  0.227
38 H 2.61438 1.19255 1.69172  0.226
39 H 3.90179 1.93922 -2.32631  0.201
40 H 1.61636 3.45904 1.79531  0.213
41 H 2.89971 4.19700 -2.23564  0.212
42 H 1.75175 4.96861 -0.17090  0.213
43 H 4.89324 -3.31894 -1.72879  0.498
44 N -5.15812 -1.48669 -0.08890  -0.822
45 N -0.73809 -2.61607 0.11043  -0.548
46 N 1.77339 -1.08913 0.12294  -0.842
47 O -6.36876 0.37124 -1.71854  -0.601
48 O -5.38420 2.03023 -0.57477  -0.679
49 O 2.90214 -3.42260 -0.66231  -0.614
50 O 4.63058 -2.38899 -1.64109  -0.677

Summary:
Total charge: 0
ΔE to the lowest compared entry with this formula, charge and spin, kJ/mol: 191.83
LUMO energy, eV: 0.495
SMILES string: N[C@@H](Cc1c[nH]c2ccccc12)C(=O)O.N[C@@H](Cc1ccccc1)C(=O)O
Maximum force, eV/Å: 1.37

# 4
Formula: C20H23N3O5S
Source: OMol25
Level of theory: ωB97M-V/def2-TZVPD

Last column: natural (NBO) charge in e.
Element x y z (Å)
1 C -2.30033 -2.33616 -1.64011  -0.633
2 C -1.02947 -2.06892 -0.89420  -0.010
3 C 0.18488 -2.52420 -1.40151  -0.204
4 C 1.36416 -2.28495 -0.72338  -0.165
5 C 1.33025 -1.57722 0.46229  -0.335
6 C 0.14116 -1.11327 0.98310  -0.202
7 C -1.03942 -1.37102 0.30700  -0.166
8 H -1.97599 -1.02366 0.71567  0.214
9 H 0.15611 -0.56334 1.91078  0.242
10 S 2.86586 -1.21156 1.28516  2.332
11 O 2.59835 -0.50705 2.50479  -0.939
12 O 3.67848 -2.39435 1.32504  -0.933
13 N 3.52188 -0.12124 0.18255  -0.706
14 C 3.89737 1.19260 0.63716  0.236
15 O 5.29270 1.27775 0.51872  -0.509
16 C 5.67683 0.46423 -0.57330  -0.085
17 H 6.64696 0.02786 -0.33271  0.200
18 H 5.76646 1.06982 -1.48427  0.170
19 C 4.55915 -0.59008 -0.71562  -0.265
20 H 4.87652 -1.58321 -0.39153  0.241
21 H 4.17589 -0.63940 -1.73865  0.202
22 H 3.62339 1.31328 1.69097  0.223
23 C 3.17873 2.26506 -0.21727  -0.257
24 N 1.79459 2.39318 0.14050  -0.590
25 C 0.78181 1.79747 -0.49812  0.594
26 O 0.85688 1.09447 -1.49121  -0.628
27 C -0.56436 2.20670 0.11210  0.584
28 O -0.62626 2.89255 1.11781  -0.636
29 N -1.60229 1.79465 -0.62028  -0.579
30 H -1.38773 1.18615 -1.39985  0.428
31 C -2.97424 2.16894 -0.34459  -0.250
32 C -3.75473 1.04703 0.28972  -0.048
33 C -4.65598 0.29407 -0.44966  -0.214
34 C -5.35089 -0.74723 0.14370  -0.213
35 C -5.14522 -1.04645 1.47961  -0.217
36 C -4.24528 -0.29990 2.22308  -0.210
37 C -3.55344 0.74230 1.63139  -0.171
38 H -2.84890 1.32644 2.20465  0.221
39 H -4.08302 -0.53020 3.26531  0.217
40 H -5.68661 -1.85855 1.94117  0.217
41 H -6.05355 -1.32525 -0.43861  0.217
42 H -4.82028 0.52580 -1.49259  0.211
43 H -2.92488 3.01932 0.34199  0.238
44 H -3.44768 2.48218 -1.27939  0.206
45 H 1.54117 2.88105 0.99281  0.431
46 H 3.21832 1.97181 -1.26897  0.221
47 H 3.68792 3.22122 -0.07396  0.213
48 H 2.31096 -2.64256 -1.09447  0.225
49 H 0.20009 -3.06851 -2.33428  0.214
50 H -2.25130 -1.89905 -2.63641  0.218
51 H -3.15562 -1.92025 -1.11417  0.224
52 H -2.44934 -3.40837 -1.75797  0.223

Summary:
Total charge: 0
ΔE to the lowest compared entry with this formula, charge and spin, kJ/mol: 89.84
LUMO energy, eV: 0.644
SMILES string: Cc1ccc(S(=O)(=O)N2CCO[C@H]2CNC(=O)C(=O)NCc2ccccc2)cc1
Maximum force, eV/Å: 1.07

# 5
Formula: C20H23N4O6S2Zr
Source: OMol25
Level of theory: ωB97M-V/def2-TZVPD

Last column: Mulliken charge in e.
Element x y z (Å)
1 Zr -0.03215 0.54743 0.19255  0.958
2 O 3.22689 -3.03176 0.62967  -0.659
3 C 3.91693 -2.01858 0.09682  0.491
4 C 5.30631 -2.06663 0.21015  -0.662
5 C 6.08622 -1.05692 -0.30602  -0.327
6 C 5.50752 0.04165 -0.95173  -0.909
7 C 4.14329 0.10331 -1.07490  -0.502
8 C 3.32472 -0.91956 -0.56426  -0.043
9 C 1.89083 -0.80555 -0.75426  1.340
10 O 1.38076 0.27151 -1.31668  -0.791
11 N 1.06643 -1.71042 -0.23449  -0.272
12 N -0.26749 -1.56065 -0.68607  -0.410
13 C -0.97081 -2.63776 -0.63814  0.356
14 S -2.66731 -2.55305 -1.03385  -0.034
15 C -2.86332 -4.34770 -1.21170  -0.617
16 C -1.96300 -5.00793 -0.18830  -0.599
17 S -0.33445 -4.19817 -0.23258  -0.074
18 H 2.26508 -2.87614 0.51692  0.504
19 H 5.74252 -2.91916 0.71531  0.458
20 H 7.16246 -1.11547 -0.20627  0.399
21 H 6.13059 0.82771 -1.35630  0.428
22 H 3.66951 0.93011 -1.58629  0.445
23 H -2.60185 -4.62605 -2.22978  0.351
24 H -3.91120 -4.57980 -1.02673  0.433
25 H -1.80619 -6.06008 -0.41865  0.402
26 H -2.36490 -4.91493 0.81817  0.333
27 C -2.33905 2.94918 -2.09120  -1.350
28 C -2.86061 1.99505 -1.07374  0.262
29 N -2.13933 1.30793 -0.18886  0.009
30 C -3.02385 0.51555 0.53171  0.146
31 C -4.27885 0.73043 0.07849  0.158
32 N -4.14649 1.66744 -0.91534  -0.027
33 C -5.63171 0.17637 0.37832  0.508
34 O -5.69918 -0.72820 1.32214  -0.531
35 O -6.57162 0.62778 -0.22518  -0.586
36 C -2.49815 -0.40022 1.58120  0.797
37 O -3.24609 -1.11646 2.21493  -0.763
38 O -1.20717 -0.33362 1.70287  -0.795
39 H -1.70387 3.70038 -1.62542  0.337
40 H -3.15765 3.45779 -2.59648  0.378
41 H -1.75087 2.42026 -2.84213  0.294
42 H -4.94593 2.01555 -1.43282  0.272
43 H -4.81105 -0.95153 1.71219  0.437
44 C 1.73214 3.84725 2.19139  -1.643
45 C 1.81549 2.75777 1.12850  1.260
46 C 0.97527 3.14897 -0.10317  -1.748
47 C 1.34872 1.38933 1.66466  -1.187
48 H 2.09206 4.80300 1.80286  0.424
49 H 2.33607 3.58108 3.05974  0.403
50 H 0.69968 3.97947 2.52784  0.348
51 H 2.84917 2.67445 0.79289  0.287
52 H 1.13376 4.18851 -0.39000  0.588
53 H -0.11121 3.08415 0.11094  0.424
54 H 1.22475 2.54980 -0.98663  0.351
55 H 0.70717 1.50767 2.54754  0.491
56 H 2.17103 0.73946 1.96012  0.455

Summary:
Total charge: +1
LUMO energy, eV: -3.566
Maximum force, eV/Å: 0.75

# 6
Formula: C20H23NO4
Source: OMol25
Level of theory: ωB97M-V/def2-TZVPD

Last column: natural (NBO) charge in e.
Element x y z (Å)
1 C 2.01707 5.04611 -3.55076  -0.406
2 C 2.20244 3.81522 -3.99932  0.003
3 C 1.22162 3.09847 -4.87134  -0.648
4 H 0.40094 3.75279 -5.15073  0.218
5 H 1.71691 2.73650 -5.77107  0.219
6 H 0.81652 2.23180 -4.34915  0.230
7 C 3.46689 3.04733 -3.68532  -0.106
8 H 4.13543 3.09839 -4.55295  0.208
9 H 3.98681 3.48989 -2.82591  0.186
10 O 3.27651 1.65873 -3.49225  -0.487
11 C 2.61290 1.22317 -2.39587  0.335
12 C 2.48945 -0.15552 -2.27107  -0.317
13 C 1.83464 -0.70399 -1.17877  0.420
14 C 1.28622 0.10780 -0.17227  -0.188
15 C 1.41442 1.49221 -0.32757  -0.139
16 C 2.06030 2.04581 -1.40889  -0.328
17 H 2.12072 3.11851 -1.49288  0.232
18 H 0.99216 2.15330 0.41145  0.215
19 C 0.61381 -0.52986 0.93568  0.123
20 C 0.53396 -1.88501 0.95738  -0.151
21 C 1.11474 -2.69355 -0.11324  0.750
22 O 1.08018 -3.90238 -0.14938  -0.588
23 O 1.75368 -2.05094 -1.12827  -0.467
24 C -0.18143 -2.70933 1.98964  -0.414
25 H -0.19146 -2.21872 2.96273  0.203
26 H 0.34590 -3.66086 2.08238  0.251
27 C -1.61817 -3.01325 1.52331  -0.503
28 C -2.41335 -1.73430 1.38767  0.690
29 O -2.43390 -1.06071 0.37760  -0.624
30 N -3.08792 -1.32803 2.49552  -0.628
31 C -3.22982 -2.02461 3.73031  -0.068
32 C -4.46522 -1.79264 4.54120  -0.415
33 C -4.26529 -3.11197 3.85998  -0.428
34 H -4.03137 -3.97728 4.46024  0.219
35 H -4.87048 -3.32731 2.99309  0.224
36 H -4.37199 -1.74313 5.61496  0.223
37 H -5.21273 -1.12615 4.13792  0.217
38 H -2.29714 -2.16021 4.26964  0.203
39 H -3.63480 -0.48583 2.37379  0.403
40 H -2.09847 -3.69436 2.22436  0.223
41 H -1.56244 -3.48715 0.54287  0.248
42 C 0.03520 0.35294 1.99688  -0.659
43 H -0.76901 0.94677 1.56570  0.243
44 H 0.79865 1.02790 2.38102  0.224
45 H -0.37206 -0.21721 2.82418  0.221
46 H 2.90222 -0.80324 -3.02634  0.237
47 H 1.13842 5.61308 -3.80475  0.200
48 H 2.73837 5.54080 -2.92141  0.194

Summary:
Total charge: 0
ΔE to the lowest compared entry with this formula, charge and spin, kJ/mol: 225.33
LUMO energy, eV: 0.452
SMILES string: C=C(C)COc1ccc2c(C)c(CCC(=O)NC3CC3)c(=O)oc2c1
Maximum force, eV/Å: 0.92